No. 1
This record from OMol25 describes a structure of composition C30H29IN2NiSi. The level of theory is ωB97M-V/def2-TZVPD.

The geometry in XYZ format:
```
64
Properties=species:S:1:pos:R:3:forces:R:3:mulliken_charge:R:1
C 0.069 -2.555 5.511 0.1 0.0 0.1 -0.542
C -1.445 -2.411 5.626 0.0 0.0 0.1 -0.807
H 0.354 -3.606 5.428 0.0 0.1 -0.1 0.257
H 0.561 -2.158 6.405 0.0 0.0 -0.1 0.295
H 0.466 -2.031 4.636 -0.1 -0.1 0.3 -0.086
H -1.950 -2.644 4.686 0.0 0.0 0.0 0.210
H -1.835 -3.088 6.390 0.0 0.1 0.0 0.324
H -1.725 -1.395 5.917 0.0 0.0 -0.1 0.250
C 2.212 -2.858 -1.513 -0.6 -0.1 -0.6 -0.135
C 2.827 -3.466 -2.602 0.0 0.1 0.3 -0.717
C 2.093 -3.681 -3.771 -0.7 0.2 0.0 -0.522
C 0.752 -3.292 -3.804 0.2 0.0 0.1 -0.616
H 2.727 -2.667 -0.574 0.0 0.0 -0.2 0.373
H 3.872 -3.753 -2.533 -0.2 0.0 0.0 0.398
H 2.553 -4.136 -4.649 -0.1 0.1 0.3 0.421
H 0.147 -3.411 -4.697 0.2 -0.1 0.1 0.324
N 0.918 -2.467 -1.553 0.2 0.0 -0.6 0.303
C 0.169 -2.699 -2.675 1.2 0.1 0.3 0.321
C -1.197 -2.206 -2.592 -0.7 1.0 0.6 0.527
N -1.495 -1.568 -1.406 -1.2 -0.6 -0.5 0.361
C -2.763 -1.131 -1.170 0.5 -0.4 -1.2 0.019
C -3.441 -1.791 -3.383 0.6 -0.2 -0.2 -0.540
C -3.747 -1.221 -2.145 0.2 0.1 0.4 -0.805
H -2.949 -0.719 -0.187 0.0 0.1 -0.2 0.340
H -4.739 -0.841 -1.922 0.1 -0.1 -0.1 0.438
C -2.154 -2.287 -3.604 -0.2 0.1 0.0 -0.559
H -1.864 -2.731 -4.558 -0.3 0.1 0.3 0.325
H -4.192 -1.849 -4.170 0.2 0.0 0.2 0.416
Ni -0.072 -1.369 -0.183 0.3 -0.8 -0.4 -0.970
I 1.047 -1.514 1.891 0.6 -0.8 1.4 -0.212
C 4.009 2.447 2.545 -0.1 -0.1 -0.2 -0.509
C 2.735 2.365 3.113 -0.1 0.0 -0.2 -0.729
C 1.654 1.947 2.337 0.7 0.1 -0.1 -0.070
C 1.836 1.611 0.983 0.2 -0.3 0.3 0.534
C 3.116 1.675 0.420 0.2 0.2 0.4 -0.555
C 4.199 2.091 1.204 0.0 0.1 0.1 -0.613
Si 0.405 0.800 0.100 -0.1 1.3 -1.6 1.059
C -1.105 1.479 0.983 0.0 -0.2 0.0 0.437
C -1.995 0.625 1.649 -0.2 0.5 0.2 -1.019
C -3.008 1.144 2.454 0.0 0.2 -0.1 -0.804
C -3.147 2.529 2.590 0.4 0.0 -0.2 -0.554
C -2.267 3.390 1.918 0.1 -0.2 -0.2 -0.860
C -1.247 2.867 1.108 -0.8 0.0 0.6 0.558
C 0.429 1.555 -1.686 -0.2 -0.5 0.5 0.661
C -0.529 2.498 -2.070 0.1 0.4 -0.6 -0.183
C -0.437 3.157 -3.308 0.2 -0.5 0.2 -0.737
C 0.588 2.819 -4.198 0.0 -0.1 0.2 -0.476
C 1.499 1.806 -3.865 -0.3 0.0 0.3 -0.810
C 1.400 1.163 -2.622 0.0 0.5 -0.5 -0.326
H 4.853 2.771 3.157 -0.2 -0.1 -0.2 0.357
H 2.571 2.608 4.163 0.1 0.0 -0.3 0.378
H 0.676 1.851 2.802 0.2 0.0 -0.1 0.305
H 3.282 1.388 -0.623 -0.1 0.1 0.4 0.217
H 5.201 2.130 0.772 -0.3 0.0 0.1 0.381
H -1.896 -0.463 1.574 0.1 0.4 0.1 0.279
H -3.683 0.461 2.968 0.1 0.2 0.0 0.419
H -3.931 2.937 3.222 0.1 0.0 -0.1 0.386
H -2.364 4.475 2.019 0.0 -0.4 0.0 0.391
H -0.569 3.552 0.594 -0.1 -0.3 0.2 0.515
H -1.361 2.744 -1.408 0.3 0.0 -0.2 0.451
H -1.163 3.928 -3.568 0.2 -0.2 0.0 0.406
H 0.668 3.331 -5.159 0.0 -0.1 0.3 0.360
H 2.288 1.520 -4.568 -0.3 0.1 0.2 0.403
H 2.091 0.348 -2.396 -0.1 0.2 0.0 0.357
```
Forces are in eV/Å.

Spin multiplicity: 3
HOMO energy (spin up / spin down): -5.42 / -7.97 eV
Kohn-Sham gap (spin up / spin down): 4.67 / 7.12 eV
Lowest unoccupied orbital energy (spin up / spin down): -0.8 / -0.8 eV

No. 2
This record from OMol25 describes a structure of composition C4H6O3S. The level of theory is ωB97M-V/def2-TZVPD.

The geometry in XYZ format:
```
14
Properties=species:S:1:pos:R:3:forces:R:3:mulliken_charge:R:1
C 0.264 1.801 -0.001 1.3 1.6 -2.3 -0.743
C 0.326 0.653 1.044 1.5 2.9 0.4 0.359
C 0.889 -1.016 0.088 0.4 -4.7 -2.4 0.608
C -0.526 -0.569 0.863 0.9 0.6 -2.9 -0.258
H 1.570 0.889 -1.221 -1.2 0.3 0.0 0.342
H 1.189 2.533 -0.082 -2.0 -1.0 1.8 0.291
H -0.718 2.463 -0.161 2.1 -2.0 0.5 0.254
H 0.407 0.938 2.094 0.0 0.5 -0.2 0.402
H -0.621 -0.889 1.886 -0.6 -1.3 -0.1 0.399
H -1.298 0.292 -1.148 -1.3 -0.8 0.9 0.219
O 0.605 1.084 -1.249 -0.7 0.5 -0.4 -0.599
O 1.619 0.002 0.657 -1.7 -1.3 0.3 -0.434
O 1.277 -1.904 -0.730 -1.9 4.5 4.2 -0.585
S -2.141 -0.306 -0.173 3.1 0.1 0.3 -0.253
```
Forces are in eV/Å.

HOMO energy: -9.60 eV
ΔE to the lowest compared entry with this formula, charge and spin: 67.86 kcal/mol
Kohn-Sham gap: 10.15 eV
Lowest unoccupied orbital energy: 0.6 eV

No. 3
This record from OMol25 describes a structure of composition C39H51CoNO2P. The level of theory is ωB97M-V/def2-TZVPD.

The geometry in XYZ format:
```
95
Properties=species:S:1:pos:R:3:forces:R:3:mulliken_charge:R:1
Co 0.170 0.263 0.286 -0.3 0.2 0.0 1.844
C -3.590 -0.318 3.180 0.0 0.0 0.0 -1.542
C -4.008 -0.450 1.719 0.0 0.0 0.0 0.216
C -5.208 -1.396 1.586 0.0 0.0 0.0 -1.498
C -2.893 -0.911 0.808 0.0 0.0 0.0 -0.219
C -2.997 -0.697 -0.566 0.0 0.0 0.0 -0.608
C -2.018 -1.081 -1.460 0.1 0.1 -0.1 0.753
C -2.365 -1.027 -2.951 0.0 0.0 0.0 0.719
C -3.007 -2.355 -3.398 0.0 0.0 0.0 -1.474
C -3.401 0.042 -3.334 0.0 0.0 0.0 -1.871
C -0.793 -1.650 -0.958 0.1 -0.2 -0.1 0.148
C -0.790 -2.097 0.396 0.2 0.0 -0.1 0.704
C -1.820 -1.657 1.249 0.0 0.2 -0.1 -0.175
C 0.069 -3.198 1.052 -0.1 0.0 0.1 -0.091
C 0.770 -2.706 2.329 -0.1 0.0 0.1 -1.490
C 0.934 -4.113 0.184 0.0 0.1 -0.1 -1.732
C 0.289 -2.007 -1.969 0.1 0.0 0.1 -0.397
C 0.032 -3.131 -2.755 0.1 -0.1 0.1 -0.519
C 0.850 -3.525 -3.795 0.0 0.0 0.0 -1.670
C 1.979 -2.777 -4.091 0.0 0.0 0.0 -0.948
C 2.292 -1.695 -3.292 0.0 0.0 0.0 -0.570
C 1.492 -1.296 -2.215 0.0 -0.2 0.2 -0.080
P 2.111 0.063 -1.137 -0.2 0.0 -0.3 0.603
C 3.704 -0.493 -0.293 0.1 0.1 0.0 2.365
C 4.684 -1.241 -1.200 0.0 0.0 0.0 -1.929
C 3.364 -1.403 0.880 0.0 0.0 0.0 -1.923
C 4.377 0.742 0.330 0.0 0.0 0.0 -2.078
C 2.534 1.528 -2.260 -0.1 0.0 -0.1 2.645
C 1.431 1.666 -3.315 0.0 0.0 0.0 -2.249
C 2.505 2.796 -1.390 0.0 0.0 0.0 -1.727
C 3.861 1.466 -3.024 0.1 0.0 0.1 -1.848
H -4.395 0.142 3.753 0.0 0.0 0.0 0.420
H -2.696 0.296 3.308 0.0 0.0 0.0 0.302
H -3.397 -1.294 3.628 0.0 0.0 0.0 0.359
H -4.317 0.537 1.357 0.0 0.0 0.0 0.315
H -4.941 -2.396 1.932 0.0 0.0 0.0 0.324
H -5.551 -1.475 0.554 0.0 0.0 0.0 0.366
H -6.039 -1.038 2.194 0.0 0.0 0.0 0.450
H -3.899 -0.229 -0.942 0.0 0.0 0.0 0.615
H -1.448 -0.870 -3.526 0.0 0.0 0.0 0.109
H -3.891 -2.550 -2.788 0.0 0.0 0.0 0.396
H -2.357 -3.216 -3.337 0.0 0.0 0.0 0.241
H -3.332 -2.259 -4.435 0.0 0.0 0.0 0.476
H -4.413 -0.337 -3.181 0.0 0.0 0.0 0.435
H -3.309 0.273 -4.396 0.0 0.0 0.0 0.463
H -3.311 0.962 -2.776 0.0 0.1 0.0 0.402
H -1.777 -1.961 2.286 0.0 0.0 0.0 0.353
H -0.713 -3.872 1.418 0.0 0.0 -0.1 0.533
H 1.284 -1.765 2.198 0.0 0.0 0.0 0.156
H 1.481 -3.456 2.676 0.0 0.0 0.0 0.415
H 0.052 -2.541 3.132 0.0 0.0 0.0 0.470
H 1.720 -3.617 -0.377 0.1 0.1 0.0 0.220
H 0.322 -4.656 -0.533 0.0 0.0 0.0 0.385
H 1.400 -4.851 0.837 0.0 0.0 0.0 0.463
H -0.826 -3.736 -2.506 0.0 0.0 0.0 1.046
H 0.607 -4.409 -4.369 0.0 0.0 0.0 0.432
H 2.623 -3.047 -4.917 0.0 0.0 0.0 0.480
H 3.195 -1.147 -3.509 0.0 0.0 0.0 0.225
H 4.310 -2.233 -1.457 0.0 0.0 0.0 0.374
H 5.614 -1.375 -0.644 0.0 0.0 0.0 0.561
H 4.928 -0.714 -2.118 0.0 0.0 0.0 0.299
H 2.726 -2.233 0.598 0.0 -0.1 0.0 0.361
H 2.893 -0.838 1.683 0.0 0.0 0.0 0.221
H 4.292 -1.824 1.273 0.0 0.0 0.0 0.706
H 4.846 1.403 -0.395 0.0 0.0 0.0 0.372
H 5.161 0.387 1.001 0.0 0.0 0.0 0.565
H 3.673 1.320 0.933 0.0 0.0 0.0 0.336
H 0.508 2.005 -2.865 -0.1 0.0 0.0 0.549
H 1.250 0.744 -3.868 0.0 0.0 0.0 0.229
H 1.733 2.432 -4.032 0.0 0.0 0.0 0.641
H 1.595 2.843 -0.785 0.0 0.0 0.0 0.140
H 2.508 3.669 -2.048 0.0 0.0 0.0 0.529
H 3.363 2.879 -0.728 0.0 0.0 0.0 0.357
H 3.870 0.686 -3.785 0.0 0.0 0.0 0.338
H 4.735 1.349 -2.390 0.0 0.0 0.0 0.348
H 3.974 2.415 -3.553 0.0 0.0 0.0 0.565
O -0.531 1.814 3.820 0.0 0.0 0.0 -0.674
C -0.392 1.549 2.649 0.0 0.0 0.0 -0.190
O 0.324 0.593 2.156 0.3 -0.4 -0.1 -0.740
C -1.109 2.401 1.611 0.0 0.0 0.0 0.567
C -1.770 3.555 2.062 0.0 0.0 0.0 -0.848
C -2.350 4.378 1.149 0.0 0.0 0.0 -1.013
C -2.296 4.037 -0.219 0.0 -0.1 0.0 1.582
C -2.844 4.873 -1.217 0.0 0.0 0.0 -0.887
C -2.763 4.527 -2.535 0.0 0.0 0.0 -1.160
C -2.165 3.306 -2.896 0.0 -0.1 0.0 -0.006
C -1.650 2.467 -1.945 0.0 0.0 -0.2 -0.657
C -1.663 2.826 -0.590 0.0 0.1 0.1 -0.807
N -1.050 2.023 0.342 -0.1 0.1 0.3 1.187
H -1.764 3.752 3.124 0.0 0.0 0.0 0.622
H -2.843 5.294 1.449 0.0 0.0 0.0 0.453
H -3.320 5.797 -0.913 0.0 0.0 0.0 0.457
H -3.170 5.174 -3.299 0.0 0.0 0.0 0.430
H -2.135 3.015 -3.938 0.0 0.0 0.0 0.518
H -1.241 1.504 -2.216 0.0 0.0 0.0 0.466
```
Forces are in eV/Å.

Charge: +1
Spin multiplicity: 4
HOMO energy (spin up / spin down): -11.73 / -11.75 eV
ΔE to the lowest compared entry with this formula, charge and spin: 0.00 kcal/mol
Kohn-Sham gap (spin up / spin down): 8.67 / 8.47 eV
Lowest unoccupied orbital energy (spin up / spin down): -3.1 / -3.3 eV

| no. | largest force on an atom (eV/A) |
| --- | --- |
| 1 | 2.06 |
| 2 | 6.41 |
| 3 | 0.52 |